(w)
330
Properties=species:S:1:pos:R:3 method="wB97M-V/def2-TZVPD" orbital_gap_ev=8.6 smiles=CC1(C)CCCC(C)(C)N1O.CC1(C)CCCC(C)(C)N1O.CC1(C)CCCC(C)(C)N1O.CC1(C)CCCC(C)(C)N1O.CC1(C)CCCC(C)(C)N1O.CC1(C)CCCC(C)(C)N1O.CC1(C)CCCC(C)(C)N1O.CC1(C)CCCC(C)(C)N1O.CC1(C)CCCC(C)(C)N1O.CC1(C)CCCC(C)(C)N1O.CC1(C)CCCC(C)(C)N1O homo_energy_ev=-8.20
C -0.040 -2.731 7.110
C -0.346 -3.661 5.906
C -1.421 -2.993 5.130
C 0.939 -3.925 5.149
C 0.734 -5.021 4.167
C 0.378 -6.286 4.899
C -0.950 -6.248 5.598
C -2.187 -6.207 4.688
C -1.087 -7.436 6.553
N -0.835 -5.070 6.504
O -2.062 -4.855 7.144
H 0.638 -1.906 6.899
H -0.954 -2.402 7.642
H 0.440 -3.426 7.831
H -1.610 -3.444 4.144
H -2.406 -2.856 5.649
H -1.081 -1.926 4.968
H 1.386 -3.062 4.632
H 1.630 -4.221 5.922
H -0.103 -4.668 3.485
H 1.527 -5.271 3.443
H 1.178 -6.290 5.776
H 0.488 -7.214 4.339
H -2.274 -7.095 4.088
H -2.058 -5.379 3.921
H -3.142 -6.010 5.184
H -0.708 -8.375 6.148
H -2.133 -7.466 6.896
H -0.524 -7.255 7.468
H -2.657 -4.419 6.462
C 0.541 5.274 7.486
C 1.628 4.688 6.510
C 1.478 5.383 5.053
C 3.022 5.097 7.060
C 4.154 4.334 6.364
C 3.829 2.781 6.336
C 2.459 2.408 5.713
C 2.566 2.519 4.194
C 2.156 0.909 5.983
N 1.479 3.233 6.416
O 0.165 2.785 6.078
H 0.880 6.272 7.765
H -0.446 5.298 6.990
H 0.570 4.714 8.440
H 1.105 4.674 4.308
H 0.714 6.158 5.093
H 2.424 5.684 4.647
H 3.223 6.128 6.902
H 3.017 4.827 8.141
H 4.214 4.649 5.338
H 5.136 4.407 6.873
H 3.789 2.561 7.409
H 4.634 2.178 5.862
H 3.049 3.419 3.874
H 1.538 2.482 3.817
H 3.160 1.656 3.904
H 1.868 0.837 7.037
H 3.081 0.309 5.719
H 1.332 0.515 5.398
H 0.015 2.899 5.127
C -1.468 4.488 2.606
C -1.356 5.517 1.528
C -0.159 6.446 1.806
C -1.099 4.849 0.172
C -1.335 5.760 -1.009
C -2.751 6.421 -0.941
C -2.974 7.127 0.424
C -2.154 8.417 0.346
C -4.431 7.406 0.678
N -2.646 6.231 1.504
O -2.722 6.954 2.734
H -2.303 3.814 2.319
H -0.569 3.784 2.603
H -1.604 4.823 3.630
H 0.766 5.859 1.715
H -0.128 7.237 1.022
H -0.290 6.885 2.833
H -0.064 4.510 0.138
H -1.721 3.930 0.205
H -0.477 6.436 -0.939
H -1.367 5.037 -1.868
H -3.510 5.683 -1.004
H -2.911 7.048 -1.831
H -1.981 8.866 1.339
H -2.851 9.154 -0.047
H -1.240 8.399 -0.273
H -4.814 8.107 -0.092
H -4.505 7.909 1.663
H -5.068 6.517 0.680
H -3.511 6.578 3.135
C 2.743 -3.348 -4.798
C 3.740 -2.368 -5.539
C 4.515 -3.136 -6.616
C 3.004 -1.189 -6.173
C 2.470 -0.149 -5.182
C 3.706 0.517 -4.506
C 4.557 -0.589 -3.762
C 5.875 0.037 -3.510
C 3.854 -0.920 -2.457
N 4.730 -1.773 -4.634
O 5.623 -2.750 -4.019
H 2.248 -2.773 -4.012
H 1.986 -3.725 -5.498
H 3.234 -4.237 -4.431
H 5.320 -2.513 -6.969
H 5.024 -4.008 -6.192
H 3.973 -3.399 -7.494
H 3.668 -0.755 -6.948
H 2.107 -1.493 -6.753
H 1.931 0.653 -5.675
H 1.777 -0.599 -4.447
H 3.598 1.322 -3.807
H 4.248 0.947 -5.359
H 5.705 1.050 -3.107
H 6.451 0.266 -4.437
H 6.600 -0.540 -2.889
H 2.831 -1.267 -2.655
H 3.847 -0.088 -1.755
H 4.298 -1.797 -1.991
H 5.214 -3.151 -3.240
C -4.224 4.874 -3.837
C -4.825 3.739 -4.558
C -5.491 4.172 -5.818
C -3.796 2.764 -5.054
C -3.096 2.075 -3.820
C -4.204 1.386 -2.999
C -5.397 2.209 -2.584
C -6.597 1.324 -2.125
C -5.100 3.053 -1.345
N -5.868 3.003 -3.771
O -6.795 3.984 -3.325
H -4.882 5.500 -3.220
H -3.328 4.557 -3.279
H -3.822 5.484 -4.673
H -5.821 3.336 -6.420
H -6.360 4.786 -5.660
H -4.818 4.726 -6.447
H -4.432 2.097 -5.618
H -3.140 3.322 -5.742
H -2.320 1.460 -4.273
H -2.562 2.779 -3.156
H -3.737 0.995 -2.048
H -4.616 0.501 -3.479
H -6.367 0.572 -1.372
H -6.904 0.766 -3.024
H -7.394 1.909 -1.819
H -5.752 3.894 -1.319
H -4.085 3.444 -1.375
H -5.126 2.451 -0.456
H -7.561 3.965 -3.875
C -3.167 -3.192 -4.782
C -2.643 -2.411 -6.020
C -1.307 -1.732 -5.664
C -2.524 -3.375 -7.185
C -2.295 -2.634 -8.494
C -3.439 -1.621 -8.813
C -3.588 -0.609 -7.646
C -2.483 0.441 -7.550
C -4.909 0.084 -7.957
N -3.769 -1.469 -6.396
O -3.844 -0.421 -5.324
H -4.057 -3.672 -5.077
H -2.301 -3.831 -4.537
H -3.328 -2.544 -3.945
H -1.529 -0.738 -5.243
H -0.723 -2.436 -5.023
H -0.694 -1.483 -6.532
H -1.764 -4.151 -7.048
H -3.484 -3.926 -7.278
H -1.391 -2.044 -8.611
H -2.276 -3.371 -9.297
H -4.448 -2.065 -8.871
H -3.287 -1.067 -9.766
H -1.515 -0.041 -7.543
H -2.502 0.990 -6.603
H -2.578 1.093 -8.492
H -4.887 0.351 -9.043
H -5.086 0.922 -7.229
H -5.715 -0.633 -7.816
H -4.744 -0.281 -5.071
C -4.731 -6.512 1.420
C -5.920 -5.900 0.717
C -6.358 -6.746 -0.459
C -7.015 -5.861 1.765
C -6.940 -4.689 2.737
C -6.921 -3.366 1.982
C -5.682 -3.354 1.155
C -5.847 -2.103 0.315
C -4.400 -3.381 1.966
N -5.827 -4.471 0.195
O -4.609 -4.425 -0.587
H -4.715 -6.362 2.451
H -4.792 -7.612 1.296
H -3.791 -6.199 0.994
H -7.038 -6.163 -1.065
H -5.592 -7.170 -1.089
H -6.950 -7.554 -0.087
H -8.043 -5.753 1.301
H -7.050 -6.793 2.353
H -7.873 -4.849 3.280
H -6.111 -4.768 3.463
H -6.850 -2.573 2.682
H -7.798 -3.371 1.356
H -6.666 -2.274 -0.371
H -4.973 -1.874 -0.372
H -5.900 -1.299 1.065
H -4.486 -4.264 2.599
H -4.279 -2.458 2.506
H -3.489 -3.524 1.374
H -4.931 -3.917 -1.364
C 7.190 4.092 4.013
C 7.700 2.754 3.489
C 8.640 2.996 2.285
C 8.471 1.952 4.512
C 8.661 0.482 4.177
C 7.316 -0.158 3.759
C 6.498 0.578 2.716
C 7.051 0.385 1.340
C 5.097 -0.057 2.822
N 6.405 1.940 3.247
O 5.531 2.659 2.305
H 6.345 3.971 4.635
H 8.046 4.655 4.443
H 6.876 4.701 3.204
H 9.393 2.204 2.077
H 8.187 3.313 1.339
H 9.239 3.922 2.662
H 9.408 2.454 4.706
H 7.838 1.967 5.490
H 9.451 0.390 3.448
H 9.038 -0.095 5.066
H 6.680 -0.027 4.702
H 7.290 -1.225 3.517
H 7.996 0.755 1.210
H 6.375 0.781 0.624
H 7.148 -0.659 1.117
H 4.690 0.037 3.865
H 5.044 -1.138 2.627
H 4.458 0.414 2.123
H 4.775 2.797 2.845
C -0.480 -5.843 -2.999
C -1.427 -6.803 -2.304
C -2.858 -6.400 -2.813
C -1.098 -8.242 -2.684
C -0.038 -8.907 -1.813
C -0.239 -8.677 -0.347
C -0.359 -7.191 0.013
C -0.734 -6.962 1.456
C 1.019 -6.475 -0.182
N -1.527 -6.688 -0.799
O -1.694 -5.279 -0.569
H -0.662 -5.986 -4.063
H -0.666 -4.880 -2.620
H 0.573 -6.070 -2.888
H -2.942 -6.431 -3.860
H -3.577 -7.062 -2.387
H -3.093 -5.367 -2.609
H -1.985 -8.895 -2.410
H -0.985 -8.216 -3.769
H -0.094 -10.027 -1.967
H 0.967 -8.586 -2.136
H 0.589 -9.098 0.204
H -1.178 -9.194 -0.055
H -0.183 -7.323 2.274
H -1.696 -7.436 1.515
H -1.024 -5.951 1.723
H 1.507 -6.571 -1.153
H 1.675 -6.872 0.652
H 0.912 -5.415 0.064
H -2.647 -5.262 -0.489
C 5.738 7.176 0.966
C 4.502 6.293 0.512
C 3.977 5.553 1.779
C 3.462 7.335 0.061
C 2.381 6.741 -0.802
C 3.049 5.977 -1.957
C 3.904 4.787 -1.471
C 3.083 3.685 -0.788
C 4.630 4.260 -2.711
N 4.908 5.411 -0.581
O 5.810 4.451 -0.076
H 5.324 8.032 1.423
H 6.483 6.701 1.618
H 6.329 7.546 0.149
H 3.012 5.175 1.694
H 4.729 4.786 2.001
H 3.979 6.224 2.631
H 2.974 7.869 0.923
H 3.956 8.078 -0.571
H 1.726 6.056 -0.260
H 1.745 7.461 -1.280
H 3.717 6.699 -2.409
H 2.334 5.687 -2.698
H 3.738 2.837 -0.738
H 2.226 3.495 -1.387
H 2.701 3.876 0.233
H 5.435 3.529 -2.475
H 5.109 5.111 -3.173
H 4.022 3.673 -3.427
H 5.373 3.867 0.536
C 1.508 -0.490 2.160
C 0.344 -0.293 1.304
C -0.907 -0.523 2.169
C 0.470 1.122 0.720
C -0.438 1.346 -0.498
C -0.171 0.294 -1.654
C -0.351 -1.098 -1.120
C -1.805 -1.403 -0.809
C 0.229 -2.162 -2.065
N 0.477 -1.213 0.103
O 0.456 -2.570 0.534
H 1.399 0.216 3.028
H 1.596 -1.535 2.452
H 2.403 -0.153 1.606
H -1.876 -0.252 1.733
H -0.938 -1.586 2.291
H -0.769 -0.030 3.121
H 0.113 1.861 1.421
H 1.520 1.281 0.433
H -1.456 1.303 -0.206
H -0.119 2.359 -0.804
H 0.833 0.442 -2.067
H -0.800 0.481 -2.517
H -2.003 -2.410 -0.357
H -2.424 -1.510 -1.735
H -2.162 -0.679 -0.179
H 1.261 -2.161 -1.824
H 0.154 -1.928 -3.111
H -0.188 -3.123 -1.918
H -0.507 -2.741 0.686

(x)
330
Properties=species:S:1:pos:R:3 method="wB97M-V/def2-TZVPD" orbital_gap_ev=8.7 smiles=CC1(C)CCCC(C)(C)N1O.CC1(C)CCCC(C)(C)N1O.CC1(C)CCCC(C)(C)N1O.CC1(C)CCCC(C)(C)N1O.CC1(C)CCCC(C)(C)N1O.CC1(C)CCCC(C)(C)N1O.CC1(C)CCCC(C)(C)N1O.CC1(C)CCCC(C)(C)N1O.CC1(C)CCCC(C)(C)N1O.CC1(C)CCCC(C)(C)N1O.CC1(C)CCCC(C)(C)N1O homo_energy_ev=-8.22
C -23.889 1.812 22.732
C -23.272 0.808 23.777
C -22.600 -0.253 22.916
C -22.292 1.651 24.683
C -21.955 0.885 25.965
C -23.175 0.306 26.752
C -24.047 -0.597 25.853
C -23.370 -1.924 25.522
C -25.336 -0.933 26.576
N -24.371 0.225 24.617
O -25.260 -0.467 23.745
H -24.421 2.673 23.182
H -23.034 2.324 22.224
H -24.569 1.260 22.057
H -22.085 0.244 22.071
H -21.941 -0.928 23.455
H -23.400 -0.892 22.549
H -21.399 1.926 24.084
H -22.838 2.609 24.879
H -21.258 -0.004 25.798
H -21.376 1.554 26.628
H -23.827 1.119 27.121
H -22.844 -0.147 27.705
H -23.841 -2.288 24.625
H -23.640 -2.689 26.254
H -22.294 -1.969 25.286
H -25.028 -1.581 27.431
H -25.973 -1.464 25.927
H -25.889 -0.043 26.940
H -26.098 -0.043 23.872
C -31.454 -7.325 9.954
C -30.583 -6.137 10.204
C -29.597 -5.881 9.021
C -31.390 -4.842 10.309
C -30.544 -3.647 10.835
C -30.014 -4.013 12.232
C -29.268 -5.324 12.286
C -27.832 -5.140 11.781
C -29.145 -5.852 13.684
N -29.981 -6.342 11.545
O -29.236 -7.570 11.569
H -30.907 -8.274 9.697
H -32.044 -7.553 10.829
H -32.095 -7.143 9.080
H -29.400 -4.805 9.056
H -28.691 -6.444 8.959
H -30.183 -6.217 8.190
H -31.756 -4.758 9.305
H -32.181 -5.068 10.988
H -29.810 -3.277 10.090
H -31.298 -2.842 10.951
H -30.821 -4.047 12.989
H -29.342 -3.244 12.645
H -27.759 -4.900 10.694
H -27.261 -5.994 12.072
H -27.370 -4.292 12.212
H -30.087 -5.979 14.197
H -28.648 -5.011 14.186
H -28.517 -6.751 13.770
H -28.773 -7.515 10.759
C -28.811 5.300 19.012
C -30.160 5.439 18.227
C -30.673 6.893 18.182
C -29.924 5.087 16.734
C -29.704 3.607 16.600
C -31.040 2.937 17.045
C -31.373 3.087 18.533
C -32.851 2.629 18.841
C -30.402 2.269 19.410
N -31.349 4.594 18.746
O -31.588 4.911 20.080
H -28.061 5.936 18.619
H -28.988 5.625 20.066
H -28.462 4.291 19.000
H -31.660 6.847 17.644
H -30.835 7.189 19.209
H -30.000 7.585 17.723
H -30.818 5.441 16.204
H -29.092 5.709 16.438
H -29.465 3.335 15.555
H -28.863 3.299 17.207
H -30.973 1.897 16.724
H -31.838 3.393 16.455
H -33.591 3.127 18.208
H -33.159 2.772 19.852
H -32.957 1.535 18.625
H -30.328 2.547 20.440
H -29.382 2.173 19.032
H -30.683 1.209 19.469
H -32.386 5.436 20.041
C -24.237 6.996 13.626
C -25.103 7.174 14.858
C -25.087 8.663 15.223
C -26.618 6.880 14.557
C -26.837 5.392 14.389
C -26.393 4.677 15.650
C -24.950 4.890 16.011
C -24.783 4.449 17.517
C -24.209 3.933 15.048
N -24.605 6.386 16.029
O -23.241 6.547 16.172
H -23.233 7.339 13.844
H -24.166 5.973 13.332
H -24.578 7.675 12.842
H -25.646 9.340 14.497
H -25.476 8.794 16.217
H -24.035 8.872 15.275
H -27.230 7.361 15.369
H -26.812 7.380 13.606
H -27.953 5.200 14.303
H -26.507 4.894 13.504
H -26.499 3.601 15.597
H -26.982 5.025 16.519
H -25.169 5.241 18.165
H -23.694 4.312 17.608
H -25.298 3.517 17.694
H -24.362 2.894 15.367
H -23.099 4.116 15.086
H -24.641 4.104 14.065
H -23.148 7.094 16.977
C -30.707 -2.764 18.329
C -32.153 -2.971 17.828
C -32.870 -3.920 18.811
C -32.856 -1.597 17.950
C -34.255 -1.643 17.298
C -34.090 -1.959 15.846
C -33.448 -3.369 15.672
C -34.404 -4.490 16.130
C -33.141 -3.525 14.195
N -32.114 -3.405 16.436
O -31.518 -4.651 16.314
H -30.153 -2.041 17.765
H -30.599 -2.364 19.302
H -30.142 -3.652 18.416
H -32.533 -4.970 18.540
H -32.588 -3.740 19.861
H -33.971 -4.023 18.722
H -32.946 -1.262 19.006
H -32.198 -0.830 17.430
H -34.935 -2.386 17.741
H -34.628 -0.670 17.371
H -33.499 -1.241 15.277
H -34.972 -2.000 15.254
H -35.027 -4.920 15.316
H -35.105 -4.225 16.874
H -33.890 -5.361 16.539
H -34.102 -3.746 13.797
H -32.542 -4.421 13.994
H -32.732 -2.608 13.706
H -30.662 -4.513 15.834
C -33.385 4.552 12.394
C -33.071 3.215 12.984
C -31.681 3.226 13.693
C -34.196 2.918 14.016
C -34.354 1.523 14.424
C -34.349 0.566 13.218
C -33.154 0.775 12.220
C -31.815 0.194 12.811
C -33.574 -0.011 10.964
N -33.185 2.199 11.846
O -32.070 2.449 10.918
H -32.644 4.877 11.673
H -34.313 4.518 11.810
H -33.625 5.326 13.155
H -31.560 4.050 14.466
H -31.478 2.318 14.269
H -30.869 3.243 12.975
H -33.942 3.519 14.886
H -35.147 3.341 13.655
H -33.503 1.141 15.083
H -35.260 1.358 15.025
H -35.308 0.787 12.706
H -34.368 -0.461 13.613
H -30.964 0.868 12.707
H -31.430 -0.691 12.341
H -31.834 -0.047 13.877
H -34.445 0.511 10.524
H -33.707 -1.078 11.175
H -32.771 -0.023 10.234
H -32.561 2.829 10.163
C -20.447 -3.179 16.453
C -20.926 -2.667 17.857
C -19.713 -2.464 18.721
C -21.646 -1.249 17.706
C -22.268 -0.948 19.101
C -23.264 -2.029 19.499
C -22.610 -3.446 19.626
C -21.748 -3.501 20.855
C -23.685 -4.492 19.728
N -21.908 -3.662 18.318
O -21.270 -4.895 18.368
H -21.370 -3.162 15.824
H -19.645 -2.569 16.051
H -20.240 -4.264 16.532
H -19.940 -2.023 19.676
H -19.245 -3.424 18.985
H -18.944 -1.882 18.220
H -20.891 -0.476 17.435
H -22.341 -1.394 16.832
H -21.476 -0.822 19.854
H -22.792 0.076 19.089
H -24.023 -2.102 18.735
H -23.700 -1.829 20.492
H -21.199 -2.570 21.129
H -21.057 -4.381 20.911
H -22.477 -3.764 21.660
H -24.169 -4.535 18.715
H -24.452 -4.142 20.460
H -23.364 -5.512 20.093
H -20.556 -4.773 18.971
C -29.337 -4.423 24.061
C -29.076 -3.667 22.802
C -30.012 -2.464 22.853
C -27.638 -3.149 22.889
C -26.579 -4.244 22.633
C -26.943 -4.971 21.285
C -28.327 -5.528 21.135
C -28.704 -5.849 19.689
C -28.490 -6.764 22.080
N -29.317 -4.361 21.565
O -30.637 -4.891 21.707
H -30.081 -5.187 23.931
H -28.425 -4.932 24.453
H -29.596 -3.766 24.808
H -30.072 -1.837 21.913
H -31.043 -2.670 23.118
H -29.698 -1.699 23.603
H -27.618 -2.411 22.081
H -27.379 -2.597 23.804
H -25.589 -3.751 22.549
H -26.483 -5.038 23.384
H -26.253 -5.828 21.258
H -26.895 -4.344 20.358
H -28.150 -6.690 19.298
H -28.437 -4.994 19.101
H -29.800 -5.992 19.585
H -28.163 -6.547 23.119
H -27.673 -7.453 21.717
H -29.493 -7.210 22.113
H -31.258 -4.390 21.129
C -25.611 2.245 11.484
C -26.994 2.167 10.845
C -28.075 2.371 11.938
C -27.058 3.296 9.769
C -28.284 3.147 8.945
C -28.386 1.817 8.238
C -28.196 0.580 9.197
C -29.642 0.276 9.816
C -27.763 -0.633 8.411
N -27.095 0.871 10.137
O -27.144 -0.113 11.191
H -25.766 1.568 12.324
H -24.880 1.820 10.756
H -25.147 3.140 11.763
H -27.601 2.714 12.884
H -28.957 2.978 11.688
H -28.443 1.344 12.312
H -27.008 4.250 10.291
H -26.117 3.150 9.169
H -29.222 3.402 9.458
H -28.234 3.802 8.096
H -27.589 1.706 7.472
H -29.357 1.732 7.674
H -30.022 1.205 10.244
H -29.734 -0.463 10.614
H -30.375 -0.040 9.047
H -27.728 -1.558 9.004
H -26.738 -0.433 8.114
H -28.334 -0.727 7.471
H -26.305 -0.594 11.024
C -29.567 1.718 24.111
C -28.304 2.327 23.496
C -27.816 1.265 22.462
C -28.732 3.555 22.727
C -28.816 4.799 23.589
C -27.661 5.060 24.527
C -27.325 3.838 25.403
C -25.930 3.799 26.096
C -28.376 3.680 26.459
N -27.232 2.722 24.357
O -26.819 1.568 25.088
H -29.251 0.939 24.769
H -30.232 2.396 24.641
H -30.199 1.277 23.312
H -28.232 1.577 21.495
H -26.725 1.205 22.370
H -28.112 0.213 22.775
H -28.033 3.795 21.926
H -29.694 3.290 22.222
H -28.998 5.606 22.860
H -29.774 4.816 24.136
H -28.003 5.900 25.166
H -26.721 5.357 24.087
H -25.811 4.645 26.712
H -25.063 3.812 25.366
H -25.799 2.910 26.675
H -29.243 4.240 26.214
H -28.007 4.024 27.383
H -28.716 2.662 26.540
H -25.862 1.475 24.906
C -27.753 -0.862 19.567
C -27.190 -0.953 18.074
C -25.951 -0.003 17.896
C -26.733 -2.438 17.954
C -26.440 -2.686 16.483
C -27.517 -2.346 15.501
C -27.968 -0.909 15.603
C -26.919 0.031 14.942
C -29.308 -0.791 14.848
N -28.240 -0.726 17.035
O -28.796 0.621 17.151
H -27.982 0.167 19.794
H -28.718 -1.323 19.760
H -27.083 -1.310 20.319
H -25.356 0.239 18.805
H -25.415 -0.249 17.008
H -26.335 0.980 17.658
H -25.873 -2.614 18.520
H -27.651 -3.008 18.257
H -25.570 -2.050 16.218
H -26.129 -3.761 16.401
H -28.402 -2.891 15.835
H -27.125 -2.588 14.517
H -27.067 -0.186 13.855
H -25.937 -0.184 15.272
H -27.197 1.076 15.102
H -30.033 -1.520 15.215
H -29.110 -0.983 13.765
H -29.714 0.186 14.962
H -29.604 0.407 17.605

Relative to the most stable one, in hartree, the structures come out at (w) 0.0238; (x) 0.0000.